Below is a 4-piece molecular cluster, C41H64BrFNO12PS overall at a distorted geometry, with properties calculated with ωB97M-V/def2-TZVPD.

```
122
Properties=species:S:1:pos:R:3
Br -1.1958 -1.2229 3.5234
S -3.8707 -4.1595 -6.3258
P -3.6526 -2.2480 -5.8607
F 1.2033 -0.5476 -7.0683
O 4.4775 0.0747 8.2611
O 5.4993 -1.8839 8.4455
O 0.9021 -2.6523 0.1675
O 3.9542 -0.6560 -3.5125
O -3.5600 -2.0545 0.4874
O 2.1753 2.1707 1.3566
O -7.7670 -2.9946 3.1632
O -1.0514 -0.2284 -6.9189
O 2.3618 -1.9064 -2.2293
O -2.1619 1.2367 2.5458
O -7.9722 -2.9044 0.9569
O 3.2367 2.5953 3.2574
N -1.1653 -1.4344 0.3555
C 4.7964 3.8828 -1.7122
C -4.7369 -1.8640 -2.7071
C -0.9066 -2.3268 -4.5179
C 1.4785 3.8093 -3.8949
C -7.2275 -3.5699 4.3620
C -0.0651 4.2568 -3.8913
C -0.9387 -0.0024 0.6773
C 4.4384 -1.1268 8.1050
C -7.3551 -3.3086 1.9186
C -0.2886 -2.4669 -5.9892
C -0.1034 -1.0264 -6.6789
C 3.2580 -1.7814 7.4473
C 2.8233 0.5824 -1.6928
C -3.1617 -2.0058 -2.9449
C 2.2144 2.0607 2.5664
C 5.4911 -3.3191 8.4803
C -6.0782 -4.0789 1.7477
C -0.1128 -2.1628 -0.3756
C 0.0468 -2.3232 -3.2525
C -2.4977 3.3162 -3.3659
C -2.4861 -1.8386 -0.1472
C -3.5603 3.1314 -2.1519
C -2.2108 -2.0007 -1.7165
C -0.9674 3.4328 -2.8282
C 1.6366 -2.4729 -3.3440
C 6.4263 1.7746 -1.2067
C 3.9314 4.4036 -2.9732
C -2.4790 -2.1927 -4.3651
C 2.3293 4.4575 -2.6623
C 5.7877 -3.8982 7.1118
C 6.1349 3.0799 -2.1200
C -4.3868 0.7983 -2.9920
C -5.9886 -2.8230 4.8138
C 3.0987 -0.7374 -2.5969
C -4.8783 2.2879 -2.6045
C -0.6591 -2.1773 -1.8763
C -1.5156 0.2283 2.1891
C 3.2836 2.6873 4.6906
C 1.1840 1.2519 3.2984
C 3.8195 1.4084 5.3007
C -5.2194 -0.3846 -2.2939
H -3.9303 4.1588 -1.7634
H 4.2750 5.4742 -3.2159
H 4.8034 1.1713 4.8867
H 3.1680 1.5461 -2.2020
H -3.2921 0.6975 -2.6585
H 5.1217 4.7980 -1.0770
H -5.1887 -2.8857 4.0727
H -2.7195 4.2458 -4.0100
H 1.4703 0.1986 3.2733
H 6.7401 -3.5166 6.7345
H -4.9917 -2.5572 -1.8110
H 3.9081 1.5060 6.3846
H 4.1633 3.2071 -1.0359
H -6.3254 -0.2843 -2.6202
H -4.4186 0.6783 -4.1471
H 1.9944 5.5658 -2.5840
H 6.1443 2.7671 -3.2227
H 3.3741 -1.7262 6.3631
H 5.0240 -3.6184 6.3828
H -1.5007 0.7397 0.0122
H 7.0295 3.7987 -1.9642
H -5.2512 -3.3789 1.6135
H 1.6822 0.5646 -1.4837
H -8.0039 -3.4714 5.1247
H 1.0248 1.5666 4.3276
H -7.0506 -4.6416 4.2391
H 3.3158 0.4275 -0.6549
H -0.9116 3.9431 -1.7976
H -5.3859 -2.2352 -3.5762
H 2.1286 3.8698 -1.6937
H 7.5409 1.6951 -0.9517
H -5.6176 -3.2285 5.7580
H -2.4993 2.4210 -4.0964
H 2.3101 2.9716 5.0985
H 1.8891 -3.5978 -3.4798
H -5.6467 2.1817 -1.7480
H -1.0015 -3.1369 -6.5979
H 2.3567 -1.2390 7.7409
H 0.2293 1.3777 2.7914
H -6.1702 -4.7027 0.8559
H -0.5544 2.3527 -2.8209
H 6.1432 0.8104 -1.7674
H 4.1338 3.6813 -3.8544
H 1.9572 4.2516 -4.8516
H -3.0899 2.5611 -1.2571
H 0.7229 -3.0149 -5.9433
H -0.1739 5.3940 -3.7168
H -6.2116 -1.7614 4.9494
H 3.1031 -2.8151 7.7497
H 1.9684 -1.9812 -4.3427
H 6.2834 -3.6125 9.1733
H -5.8590 -4.7560 2.5710
H 0.1852 0.2889 0.6690
H 5.8384 -4.9884 7.1579
H -3.1198 -1.6225 -7.0313
H 3.9661 3.5085 4.9221
H 5.8502 1.7920 -0.2138
H 1.6252 2.6576 -3.9048
H 4.5565 -3.6970 8.9031
H -0.4774 4.0748 -4.9587
H -5.1828 -0.2391 -1.1470
H 3.1710 0.5566 5.0823
H -5.4246 2.8257 -3.4727
H -4.9680 -1.7650 -5.5748
```

- SMILES string = CCCCCCCCCCCCCCc1c([PH2]=S)c(CC(=O)F)c(COC(C)=O)c2c1C(=O)N(CC(=O)Br)C2=O.CCOC(C)=O.CCOC(C)=O.CCOC(C)=O
- E_LUMO (eV) = -1.7728
- spin multiplicity = 1
- E (hartree) = -5971.3631

=====

Below is a 4-piece molecular cluster, C41H70BrClF9N4O4S3 overall at a distorted geometry, with properties calculated with ωB97M-V/def2-TZVPD.

```
133
Properties=species:S:1:pos:R:3
Br -1.8708 5.0267 -2.5311
Cl 4.4819 -1.0886 0.7872
S -1.5289 6.0320 3.0740
S -2.9034 -3.7664 2.9617
S 2.4464 -1.0019 0.6688
F -7.2510 -0.5710 5.1443
F -4.8837 -5.2558 3.4483
F -4.5870 -3.8270 5.0363
F -6.3143 -2.1500 6.2534
F -7.3507 -3.6609 4.5450
F -7.7448 -2.0125 3.1963
F -5.1066 -2.0315 2.3765
F -5.1480 -1.0549 4.8090
F -6.2889 -3.8092 2.0760
O 2.0695 0.3643 0.8843
O 1.9199 -1.9694 1.5781
O -2.0564 -4.7108 3.6152
O -3.0861 -3.8948 1.5537
N 4.7259 -2.1950 -5.4596
N 1.8426 7.2677 6.6677
N -0.9819 -4.3907 -7.1077
N -2.0054 -0.7461 5.3413
C -5.6841 -3.0682 3.0157
C -1.6018 -0.1457 0.4442
C -6.8127 -2.5823 3.9702
C 1.1626 8.5944 4.5840
C -1.2902 1.1405 0.9931
C 2.1281 -1.4634 -1.0263
C 1.2138 9.4791 7.7971
C 1.1868 7.2804 5.3726
C -2.2221 3.3685 3.4114
C 4.1430 -4.6822 -5.2820
C -1.2815 1.3075 2.3657
C 1.1378 7.9483 7.7416
C 4.5936 -1.6685 -4.1171
C -0.9257 2.6006 3.0556
C 0.6239 -1.7309 -1.1873
C -2.3887 -2.1445 3.4875
C -2.1110 -4.5062 -8.0168
C -1.6486 0.1799 3.1856
C -4.6039 -3.9809 3.7018
C -1.9396 4.6513 4.2025
C -1.6699 0.2925 4.5749
C -6.3668 -1.5475 5.0602
C 3.2710 7.5179 6.5930
C 0.4779 -6.4488 -7.5395
C 5.0926 -2.5221 -2.9437
C -2.3690 -1.9495 4.8336
C -2.7306 -5.8927 -8.2276
C 0.2790 -4.9286 -7.5940
C -1.9536 -1.2229 1.2233
C 6.1033 -2.3687 -5.8855
C -0.2469 -4.3037 -4.7320
C 6.2410 -2.6295 -7.3778
C -0.9800 2.3157 0.0960
C -2.0023 -1.0746 2.6120
C -2.1835 2.7463 -0.7949
C -1.3193 -4.7094 -5.7340
C 3.8142 -3.2738 -5.7958
C -1.7605 3.0894 -2.2350
C 4.0039 7.2085 7.8898
C -1.5346 -0.3828 -1.0537
C -0.0839 -0.4055 -1.5490
H -0.3033 3.2350 2.4354
H 3.8947 -4.8040 -4.2282
H 3.5554 -5.4194 -5.8343
H -2.3013 5.7261 2.0180
H 0.4484 -2.5093 -1.9249
H -2.9215 -6.4075 -7.2855
H 4.4246 -3.3596 -2.7385
H -2.5793 3.6650 -0.3682
H 0.1575 6.9274 5.4996
H 1.0887 -4.4598 -7.0256
H 3.7244 7.8918 8.6925
H 0.0037 -3.2446 -4.8311
H 2.1449 9.0642 4.5385
H 3.4995 8.5525 6.2954
H -1.9875 -0.6361 6.3464
H 5.7475 -1.8484 -7.9573
H -2.8684 2.6801 3.9637
H 1.6740 6.5223 4.7485
H -0.0882 -0.2869 -2.6350
H -2.6125 -2.7126 5.5579
H 0.5585 9.9492 7.0657
H 2.2277 9.8479 7.6374
H -2.2350 -4.1686 -5.4793
H 6.0964 -2.9123 -3.1084
H -0.6115 -4.4729 -3.7163
H 1.5380 -6.6836 -7.6583
H -3.0016 2.0303 -0.7644
H 0.6674 -4.8880 -4.8508
H -1.1404 4.5197 4.9268
H 5.0791 7.3093 7.7379
H 0.2303 -2.0534 -0.2208
H -1.4257 1.1991 5.1016
H -0.7222 2.8403 -2.4247
H 5.1207 -0.7092 -4.0835
H 0.8943 9.8257 8.7818
H -3.6877 -5.7898 -8.7425
H 3.7350 -3.3216 -6.8850
H 5.8205 -3.5936 -7.6669
H 0.1566 -6.8747 -6.5876
H -2.3998 2.6367 -2.9854
H 3.6845 6.8740 5.8118
H -2.8624 4.9297 4.7083
H -1.8186 -4.0974 -8.9874
H 0.5086 0.3996 -1.1249
H -2.1629 -2.1423 0.7037
H 0.4545 9.3073 5.0038
H -0.0522 -6.9604 -8.3406
H 2.4557 -0.6213 -1.6334
H 0.0879 7.6439 7.7127
H -1.9397 -1.3851 -1.2168
H -2.8961 -3.8366 -7.6504
H -0.3283 2.4073 3.9467
H -0.7420 3.1910 0.6859
H 6.6130 -3.1752 -5.3360
H 6.6450 -1.4476 -5.6544
H 5.1943 -4.9375 -5.4194
H -1.5415 -5.7787 -5.5958
H 2.8073 -3.0023 -5.4642
H -2.7357 3.6057 2.4803
H -2.1027 -6.5287 -8.8495
H 1.5107 7.5562 8.6914
H 0.8458 8.3987 3.5573
H 3.8026 6.1877 8.2181
H 0.4329 -4.5871 -8.6201
H 2.7119 -2.3531 -1.2580
H 5.1227 -1.9076 -2.0409
H 3.5390 -1.4201 -3.9492
H -2.1830 0.2840 -1.6120
H 7.2959 -2.6402 -7.6533
H -0.0886 2.1265 -0.4965
```

- net charge = +1
- E_LUMO (eV) = -4.6418
- spin multiplicity = 1
- E (hartree) = -7251.4940

=====

Below is a 9-piece molecular cluster, C41H70N9O overall at a distorted geometry, with properties calculated with ωB97M-V/def2-TZVPD.

```
121
Properties=species:S:1:pos:R:3
O -6.2186 20.9969 24.9723
N -13.1506 18.5194 31.4147
N -2.6206 19.7451 25.7121
N -9.1572 16.8300 21.4707
N -7.3814 20.3511 24.6582
N -12.0696 24.1672 25.6063
N -9.5621 16.3608 31.2348
N -5.8778 24.8999 26.2154
N -4.6987 22.7741 28.0606
N -8.3206 20.0959 17.8422
C -7.3090 27.2829 28.6231
C -8.2484 25.7810 26.8345
C -12.0958 18.2980 27.6990
C -9.8613 18.9267 25.0154
C -6.2391 18.3797 23.9514
C -2.8815 17.3552 28.5693
C -9.8482 20.4111 24.7055
C -7.9238 19.9976 18.9120
C -11.4060 23.9655 26.7817
C -3.6490 17.3720 26.1467
C -11.8114 24.9113 27.6725
C -9.9081 17.0124 19.3980
C -6.9962 18.5275 26.3340
C -8.1859 27.1994 27.3931
C -2.9302 16.6173 27.2598
C -6.6304 21.2770 20.5927
C -8.5129 22.4347 24.4822
C -6.2501 20.1489 30.4573
C -3.0744 18.7080 25.9002
C -5.6140 22.7173 28.7543
C -8.6021 18.2954 24.4121
C -8.7672 15.4631 27.9566
C -13.4486 17.7064 28.0619
C -5.5466 21.6085 19.5531
C -12.7413 25.7545 26.9905
C -8.9923 14.7350 29.2682
C -8.5547 21.3425 26.6886
C -10.1594 17.3604 20.6955
C -13.2657 17.7883 30.5282
C -13.4148 16.9199 29.3687
C -6.9398 25.2555 26.4515
C -6.7599 22.5182 29.6527
C -12.9176 25.2345 25.7418
C -6.3788 21.6121 30.8189
C -8.2630 16.1684 20.6705
C -9.2868 15.6439 30.3711
C -8.5354 21.0513 25.1638
C -7.2907 18.9168 24.9008
C -7.3451 19.9624 20.2628
C -8.5088 14.5908 26.7505
C -8.7305 16.2037 19.3827
H -6.0758 19.6311 31.4141
H -6.9937 17.4350 26.4567
H -14.1599 18.5248 28.2128
H -6.2773 26.9927 28.4051
H -12.5321 16.2632 29.3723
H -2.4220 16.7564 29.3572
H -7.1523 21.6864 31.5924
H -7.9400 16.1800 28.0432
H -10.4317 17.2882 18.4975
H -9.7316 13.9410 29.1431
H -13.5066 25.5776 24.9082
H -9.3230 20.7407 27.1868
H -11.2879 17.5894 27.8794
H -8.2093 19.8982 20.9308
H -2.2874 18.2694 28.4944
H -8.9369 17.0180 22.4356
H -7.3675 22.0787 20.5533
H -5.4292 19.9092 29.7862
H -8.5293 15.2442 25.8759
H -7.1765 19.6608 30.1445
H -8.6330 17.2471 24.7449
H -8.3431 15.7485 18.4881
H -5.4783 21.9277 31.3466
H -6.7199 19.0743 20.3338
H -13.8421 17.1214 27.2309
H -5.2563 18.8087 24.1942
H -6.1077 18.9596 26.7964
H -8.5973 25.0536 27.5834
H -11.4021 24.9665 28.6671
H -9.3104 13.8651 26.5708
H -14.2295 16.2212 29.5649
H -3.6313 16.7969 25.2236
H -8.5686 22.2820 23.4048
H -6.0397 22.0379 18.6711
H -6.0352 17.3009 24.0255
H -7.5344 22.8708 24.6921
H -8.6507 18.4573 23.3408
H -9.8493 18.8361 26.1049
H -7.5749 14.0336 26.7885
H -10.9341 17.9609 21.1407
H -8.9950 25.7045 26.0442
H -11.8909 19.1905 28.2931
H -10.7287 23.1353 26.8958
H -7.8630 27.8427 26.5730
H -12.0987 18.6078 26.6574
H -10.7125 20.9206 25.1568
H -9.5631 16.2015 27.8140
H -9.9731 20.5941 23.6299
H -7.0663 23.4926 30.0444
H -7.2748 28.2560 29.1098
H -1.9416 16.3133 26.8989
H -7.6630 26.5397 29.3458
H -3.8779 17.6680 28.8897
H -10.7037 18.3733 24.5857
H -7.7659 18.9090 27.0175
H -3.4318 15.6467 27.3573
H -7.5747 22.1054 29.0592
H -7.5797 21.1025 27.1197
H -9.2129 27.4640 27.6566
H -6.4187 18.7100 22.9319
H -4.6681 17.6394 26.4520
H -8.6862 22.4114 26.8718
H -4.8282 22.3499 19.8873
H -6.1828 21.2507 21.5886
H -13.3103 26.5475 27.4467
H -9.3576 23.0454 24.8176
H -5.0799 20.6872 19.1966
H -8.0897 14.1820 29.5611
H -11.8781 23.7063 24.7357
H -7.3653 15.7711 21.1153
```

- net charge = -1
- energy relative to the best compared isomer or geometry (same formula, charge and spin) (kJ/mol) = 0.0
- E_LUMO (eV) = 1.8496
- spin multiplicity = 1
- E (hartree) = -2172.1618

=====

Q: E_LUMO of number 2 (C41H70BrClF9N4O4S3)?
A: -4.6418 eV